13
Properties=species:S:1:pos:R:3:forces:R:3:nbo_charge:R:1 method="wB97M-V/def2-TZVPD" de_lowest_kj_mol=269.52 multiplicity=1 charge=+1 energy_ha=-1040.1095 fmax_ev_per_a=5.41
C -0.625 1.449 -0.942 -2.2186 2.2150 -3.1268 -0.49
C -0.574 2.887 -0.937 -1.4381 -1.3555 -0.6845 0.40
N -1.426 3.401 -1.880 -1.9151 -2.7174 -3.4512 -0.37
N 0.070 3.726 -0.131 1.1523 1.8119 -0.1589 -0.76
N -2.125 2.392 -2.851 3.1056 1.3994 4.2061 -0.35
S -1.635 0.948 -2.266 0.7481 2.0112 1.2149 0.95
S 0.013 -4.238 0.118 -2.0178 0.1195 0.6361 -0.30
H -0.034 0.789 -0.411 0.9295 -1.2131 1.0799 0.28
H -1.617 4.360 -2.250 0.5488 -1.0094 0.9722 0.47
H 0.672 3.525 0.686 -0.7740 -0.3753 -1.0906 0.45
H 0.268 4.632 -0.599 -0.1360 -0.7978 1.0454 0.42
H -0.773 -5.361 0.061 0.1763 0.8346 0.1537 0.16
H 0.956 -4.952 -0.350 1.8390 -0.9233 -0.7962 0.13